(1)
Below is a structure of composition C46H58BF2I2NO5STa, with properties calculated with ωB97M-V/def2-TZVPD.

Computed properties:
- HOMO-LUMO gap: 0.2688 Eh
- LUMO level: -0.1350 Ha

ORCA input file:
```
! wB97M-V def2-TZVPD RIJCOSX def2/J DEFGRID3
* xyz 1 1
Ta -0.031 -0.150 0.372
C -0.787 2.988 1.410
O 0.244 2.092 0.906
C 1.528 2.672 1.060
C 2.040 3.449 0.031
C 1.298 3.666 -1.267
C 1.874 2.763 -2.327
C 2.822 3.251 -3.210
C 3.447 2.443 -4.157
C 3.091 1.104 -4.185
C 2.152 0.565 -3.310
C 1.943 -0.924 -3.252
C 2.880 -1.448 -2.186
C 4.252 -1.422 -2.391
C 5.159 -1.771 -1.396
C 4.648 -2.204 -0.178
C 3.281 -2.274 0.062
C 2.775 -2.797 1.385
C 2.923 -1.801 2.508
C 3.652 -2.111 3.653
C 3.767 -1.232 4.722
C 3.099 -0.010 4.621
C 2.367 0.334 3.500
C 1.654 1.657 3.382
C 2.216 2.475 2.244
C 3.491 3.020 2.357
C 4.067 3.769 1.340
C 3.308 3.984 0.192
C 5.481 4.335 1.425
C 5.437 5.860 1.255
C 6.323 3.716 0.298
C 6.152 4.014 2.761
C 2.299 -0.564 2.436
O 1.602 -0.208 1.316
C 4.577 -1.551 5.976
C 3.650 -1.528 7.199
C 5.676 -0.492 6.147
C 5.242 -2.926 5.899
C 2.425 -1.855 -0.944
O 1.028 -1.900 -0.715
C 0.507 -3.224 -1.018
C 6.655 -1.646 -1.671
C 7.037 -2.537 -2.861
C 6.968 -0.179 -2.007
C 7.500 -2.058 -0.465
C 1.556 1.414 -2.402
O 0.480 0.922 -1.580
C 4.492 3.043 -5.092
C 5.628 3.643 -4.250
C 3.839 4.146 -5.937
C 5.090 1.998 -6.033
H -0.600 3.173 2.466
H -0.734 3.919 0.850
H -1.745 2.505 1.274
H 0.229 3.508 -1.142
H 1.431 4.701 -1.580
H 3.070 4.305 -3.154
H 3.548 0.435 -4.902
H 0.905 -1.169 -3.030
H 2.195 -1.366 -4.216
H 4.619 -1.090 -3.354
H 5.313 -2.509 0.619
H 1.724 -3.080 1.313
H 3.334 -3.699 1.636
H 4.133 -3.080 3.692
H 3.147 0.699 5.438
H 0.585 1.481 3.244
H 1.770 2.218 4.311
H 4.032 2.835 3.276
H 3.715 4.576 -0.619
H 5.012 6.148 0.293
H 4.838 6.321 2.042
H 6.446 6.270 1.309
H 5.911 3.944 -0.687
H 7.342 4.104 0.335
H 6.365 2.630 0.402
H 5.608 4.451 3.600
H 6.235 2.937 2.921
H 7.160 4.429 2.768
H 3.181 -0.553 7.333
H 2.859 -2.274 7.100
H 4.219 -1.752 8.103
H 5.259 0.510 6.258
H 6.267 -0.708 7.038
H 6.347 -0.488 5.285
H 4.506 -3.727 5.812
H 5.935 -2.993 5.058
H 5.813 -3.101 6.811
H 1.212 -3.960 -0.637
H -0.451 -3.329 -0.525
H 0.401 -3.323 -2.097
H 6.498 -2.257 -3.767
H 8.104 -2.446 -3.068
H 6.819 -3.585 -2.648
H 6.427 0.155 -2.894
H 6.690 0.475 -1.177
H 8.036 -0.058 -2.198
H 7.339 -3.104 -0.199
H 8.557 -1.937 -0.704
H 7.284 -1.437 0.408
H 5.271 4.443 -3.600
H 6.093 2.878 -3.624
H 6.394 4.063 -4.903
H 3.430 4.943 -5.315
H 4.578 4.590 -6.606
H 3.028 3.740 -6.544
H 5.597 1.202 -5.483
H 4.331 1.550 -6.677
H 5.830 2.472 -6.679
I -1.983 -0.979 -1.630
I -3.667 -2.183 1.793
O -0.503 -1.922 1.353
S -1.510 -1.190 2.310
N -1.447 0.214 1.606
F -0.972 1.623 -3.335
B -0.824 1.317 -2.064
F -1.562 1.949 -1.124
*
```

(2)
Below is a structure of composition C42H57BrIrN3 in a non-equilibrium geometry, with properties calculated with ωB97M-V/def2-TZVPD.

Computed properties:
- HOMO-LUMO gap (spin up / spin down): 0.2425 / 0.2431 Eh
- LUMO level (spin up / spin down): -0.2590 / -0.2584 Ha

ORCA input file:
```
! wB97M-V def2-TZVPD RIJCOSX def2/J DEFGRID3
* xyz 2 1
Ir -0.081 -0.284 -0.003
C 1.236 1.448 0.143
C 0.454 1.548 1.358
C 1.052 0.600 2.288
C 2.235 0.126 1.674
C 2.417 0.690 0.398
C 3.721 0.784 -0.332
C 3.561 1.216 -1.788
C 4.501 1.881 0.433
C 4.503 -0.533 -0.270
C 0.700 0.121 3.682
C 1.647 0.817 4.688
C -0.747 0.348 4.125
C 0.966 -1.394 3.783
C -0.395 2.798 1.606
C 0.123 3.527 2.860
C -1.888 2.481 1.745
C -0.260 3.794 0.444
H 1.163 2.152 -0.669
H 2.954 -0.527 2.145
H 3.038 2.169 -1.879
H 3.017 0.463 -2.354
H 4.546 1.338 -2.239
H 3.992 2.844 0.363
H 5.492 1.982 -0.008
H 4.615 1.629 1.489
H 3.925 -1.344 -0.719
H 4.761 -0.808 0.753
H 5.434 -0.433 -0.827
H 1.503 1.895 4.704
H 2.693 0.612 4.457
H 1.432 0.429 5.684
H -0.983 1.397 4.273
H -0.894 -0.143 5.087
H -1.460 -0.081 3.419
H 2.021 -1.637 3.657
H 0.381 -1.950 3.046
H 0.679 -1.743 4.774
H -0.190 3.048 3.782
H -0.281 4.539 2.876
H 1.212 3.605 2.850
H -2.092 1.717 2.490
H -2.273 2.144 0.785
H -2.425 3.387 2.033
H 0.777 4.105 0.306
H -0.838 4.687 0.677
H -0.647 3.391 -0.495
C 1.902 -2.409 -2.879
C 1.813 -1.055 -3.524
C 2.720 -0.693 -4.509
C 2.670 0.556 -5.109
C 1.705 1.466 -4.714
C 0.762 1.135 -3.751
C -0.288 2.140 -3.351
C 0.809 -0.142 -3.175
N -0.211 -0.503 -2.252
C -1.393 -0.766 -2.674
C -1.750 -0.919 -4.117
C -2.470 -0.911 -1.669
C -3.802 -1.434 -2.087
N -2.203 -0.539 -0.469
C -3.245 -0.342 0.480
C -4.176 0.679 0.220
C -4.068 1.601 -0.967
C -5.200 0.898 1.132
C -5.327 0.123 2.267
C -4.391 -0.865 2.532
C -3.330 -1.096 1.671
C -2.313 -2.142 2.022
H 2.716 -2.981 -3.316
H 0.978 -2.978 -3.008
H 2.087 -2.306 -1.809
H 3.474 -1.408 -4.813
H 3.382 0.816 -5.880
H 1.665 2.448 -5.170
H 0.123 3.147 -3.394
H -0.662 1.955 -2.343
H -1.136 2.110 -4.041
H -0.876 -0.817 -4.753
H -2.491 -0.175 -4.415
H -2.197 -1.900 -4.286
H -3.687 -2.368 -2.639
H -4.305 -0.732 -2.755
H -4.443 -1.606 -1.226
H -3.116 1.517 -1.489
H -4.190 2.632 -0.636
H -4.869 1.404 -1.683
H -5.903 1.698 0.934
H -6.143 0.291 2.957
H -4.482 -1.469 3.426
H -2.441 -2.459 3.056
H -1.304 -1.742 1.910
H -2.401 -3.026 1.385
Br -1.446 -5.730 -1.531
C -0.223 -4.707 -0.519
C 0.754 -5.295 0.268
C 1.620 -4.459 0.954
C 1.482 -3.087 0.837
N 0.522 -2.526 0.097
C -0.312 -3.328 -0.569
H 0.836 -6.371 0.340
H 2.398 -4.875 1.579
H 2.164 -2.415 1.337
H -1.081 -2.870 -1.174
*
```

(3)
Below is a structure of composition C2H4LiO2Tl in a non-equilibrium geometry, with properties calculated with ωB97M-V/def2-TZVPD.

Computed properties:
- Expectation value of S²: 0.76
- HOMO-LUMO gap (spin up / spin down): 0.3598 / 0.3021 Eh
- LUMO level (spin up / spin down): -0.1430 / -0.2261 Ha

ORCA input file:
```
! wB97M-V def2-TZVPD RIJCOSX def2/J DEFGRID3
* xyz 1 2
O -0.068 1.156 1.593
C 0.548 -1.842 -0.758
C -0.532 -1.419 -1.644
O -0.256 -0.652 -0.457
Tl 0.432 1.636 -0.128
Li -1.235 -0.261 1.245
H 0.376 -2.734 -0.153
H 1.607 -1.659 -0.940
H -1.494 -1.932 -1.591
H -0.289 -0.879 -2.560
*
```

(4)
Below is a cluster of 13 separate species, C5H33O14 in total in a non-equilibrium geometry, with properties calculated with ωB97M-V/def2-TZVPD.

Computed properties:
- HOMO-LUMO gap: 0.3482 Eh
- LUMO level: 0.0883 Ha

ORCA input file:
```
! wB97M-V def2-TZVPD RIJCOSX def2/J DEFGRID3
* xyz -1 1
O -1.361 -0.553 0.780
C -0.456 -1.275 1.323
O 0.552 -0.864 1.931
C -0.714 -2.768 1.298
C 0.626 -3.682 1.312
C 1.468 -3.473 -0.013
C 2.299 -2.145 -0.093
H -1.432 -2.870 2.089
H -1.109 -2.988 0.311
H 1.201 -3.411 2.202
H 0.258 -4.702 1.404
H 2.199 -4.259 -0.093
H 0.693 -3.618 -0.789
H 1.670 -1.348 0.237
H 2.686 -2.029 -1.104
H 3.126 -2.208 0.627
H 0.899 2.632 1.171
H 1.279 2.802 2.590
O 1.324 3.304 1.754
H -0.509 2.208 -0.458
H -0.783 0.933 0.603
O -0.242 1.743 0.336
H -2.004 1.548 -2.689
H -3.296 0.693 -2.094
O -2.826 1.056 -2.853
H 2.492 0.215 -2.735
H 1.064 0.096 -2.188
O 1.567 0.098 -3.012
H -0.698 3.037 -2.858
H 0.250 1.843 -3.100
O -0.339 2.245 -2.442
H -2.832 -0.908 0.005
H -2.895 -1.264 -1.320
O -3.559 -1.178 -0.610
H -2.490 -0.490 3.103
H -2.371 0.876 2.968
O -2.668 0.273 3.676
H 2.605 3.430 -0.938
H 2.710 3.955 0.582
O 2.928 4.112 -0.350
H 4.479 1.306 -1.890
H 3.984 0.267 -0.885
O 4.105 0.420 -1.829
H -2.433 3.982 1.462
H -1.646 2.694 1.555
O -2.455 3.065 1.168
H 0.918 0.339 2.757
H 0.198 0.980 4.033
O 0.950 1.107 3.444
H -2.657 -1.151 -3.349
H -3.597 -2.283 -3.163
O -3.160 -1.791 -3.869
*
```